[1]
DFT (wB97M-V/def2-TZVPD) results for a 2-piece molecular cluster, C2H5S overall.

Structure (XYZ):
```
8
Properties=species:S:1:pos:R:3:forces:R:3
S -0.4043 -0.8132 -1.6898 0.0 -0.1 0.0
H -1.7215 -0.5437 -1.6558 0.0 0.0 0.0
C 0.0545 1.0965 2.1803 -0.6 -0.3 -0.7
C 0.9677 0.5875 1.3636 -0.1 0.0 -0.7
H -0.2672 2.1306 2.1297 0.7 0.3 0.6
H -0.6633 0.4256 2.6369 -0.1 0.0 0.0
H 0.8989 -0.4297 0.9812 0.3 -0.2 0.7
H 1.6887 1.1762 0.8065 -0.2 0.3 0.0
```
Positions in Å, forces in eV/Å.

- DFT total energy: -12989.93607 eV
- Charge: -1
- HOMO level: -2.42 eV
- LUMO level: 4.30 eV
- ΔE to the lowest compared entry with this formula, charge and spin: 22.6 kcal per mole

Here are the natural (NBO) charges for atoms 1 to 6, given in e: -1.0685 0.0841 -0.4443 -0.3444 0.1817 0.1791



[2]
DFT (wB97M-V/def2-TZVPD) results for one molecule with the formula C6H10O.

Structure (XYZ):
```
17
Properties=species:S:1:pos:R:3:forces:R:3
C -0.6263 -0.4139 -1.9609 0.1 0.0 -0.3
C -0.4499 1.5894 -0.2995 -0.2 0.0 0.3
O -1.1658 0.0285 -0.7246 0.0 0.1 0.1
C -0.6439 -0.4546 0.5679 0.0 -0.1 0.1
C 0.7852 -1.0194 0.5989 0.1 -0.1 -0.1
C 1.2964 0.3345 1.1711 0.2 0.0 0.0
C -0.1399 0.9042 1.0509 0.0 0.1 0.1
H -0.8429 -1.4724 -2.1372 0.0 0.1 0.1
H -1.1165 0.2134 -2.7078 0.1 -0.2 0.0
H 0.4453 -0.2016 -1.9971 -0.1 -0.1 -0.1
H -1.4235 2.0969 -0.1776 0.2 0.0 0.0
H -1.4348 -1.0220 1.0695 0.1 0.1 -0.2
H 1.1965 -1.3161 -0.3724 -0.1 0.1 0.3
H 0.8814 -1.8707 1.2836 -0.1 0.2 -0.2
H 1.6676 0.2522 2.2005 -0.1 0.0 -0.2
H 2.0354 0.8564 0.5518 -0.2 -0.1 0.2
H -0.5613 1.3656 1.9509 0.0 -0.1 -0.2
```
Positions in Å, forces in eV/Å.

- DFT total energy: -8426.19134 eV
- HOMO level: -7.45 eV
- LUMO level: 0.93 eV
- ΔE to the lowest compared entry with this formula, charge and spin: 116.4 kcal per mole

Here are the natural (NBO) charges for atoms 1 to 6, given in e: -0.2473 -0.2245 -0.4444 0.1162 -0.4428 -0.4020



[3]
DFT (wB97M-V/def2-TZVPD) results for C2H3LiMgO2 as an isolated structure.

Structure (XYZ):
```
9
Properties=species:S:1:pos:R:3:forces:R:3
H 1.4452 2.3944 0.9203 -0.3 -5.2 -1.2
O 1.4700 1.2694 0.7033 1.4 5.2 1.6
C 0.3316 0.7169 0.3068 -1.3 -1.2 -1.1
C 0.2775 -0.5343 -0.2304 1.4 1.7 1.0
O -0.8875 -1.1137 -0.5670 -1.5 -0.8 -0.5
Li -2.0886 -0.2299 0.5072 0.3 -0.1 0.0
Mg -1.1635 -2.7151 -1.6455 0.1 0.2 0.1
H -0.5825 1.3299 0.3627 0.2 0.0 0.0
H 1.1978 -1.1177 -0.3575 -0.3 0.3 0.1
```
Positions in Å, forces in eV/Å.

- DFT total energy: -11860.05215 eV
- Charge: +1
- HOMO level (alpha / beta): -11.24 / -11.68 eV
- LUMO level (alpha / beta): -4.25 / -4.82 eV
- ΔE to the lowest compared entry with this formula, charge and spin: 0.0 kcal per mole
- ⟨S²⟩: 0.75
- Multiplicity: 2

Here are the natural (NBO) charges for atoms 1 to 6, given in e: 0.5175 -0.6722 0.0321 0.0274 -1.1501 0.9653